Entry one
Molecular formula: C3H3N3OS
Method: DFT, the ωB97M-V functional and the def2-TZVPD basis

Results
Total charge   0
2S+1   1
Gap between HOMO and LUMO   8.22 eV
SMILES   SN=c1ncocn1

```
11
C3H3N3OS | the OMol25 dataset | the ωB97M-V functional and the def2-TZVPD basis
S -1.349 -1.325 -2.221
O 0.360 0.415 2.008
N 0.135 -0.698 -1.819
N 1.244 0.712 -0.182
N -0.970 0.012 0.096
C 0.163 0.124 -0.773
C 1.275 0.904 1.125
C -0.797 0.038 1.348
H -0.851 -1.376 -3.504
H -1.364 -0.288 2.337
H 2.154 1.482 1.584
```

Atomic partial charges in e from the Löwdin method, atoms 1 to 8: 0.70, 0.00, -0.36, 0.13, 0.09, -0.51, -0.13, -0.16

***

Entry two
Molecular formula: C3H3N3OS
Method: DFT, the ωB97M-V functional and the def2-TZVPD basis

Results
Total charge   0
2S+1   1
Gap between HOMO and LUMO   8.75 eV
SMILES   [H]/N=C1\N=CS\C1=N/O

```
11
C3H3N3OS | the OMol25 dataset | the ωB97M-V functional and the def2-TZVPD basis
S -0.048 1.590 -0.045
O -0.683 0.707 -2.760
N -0.142 -0.396 -1.988
N 0.125 -0.282 1.727
N 0.276 -2.214 0.451
C 0.313 -0.930 0.557
C 0.058 -0.090 -0.784
C -0.008 0.947 1.624
H 0.094 1.857 2.182
H 0.155 -2.696 1.371
H -0.141 1.506 -2.337
```

Atomic partial charges in e from the Löwdin method, atoms 1 to 8: 0.95, -0.11, 0.02, 0.03, 0.17, -0.43, -0.45, -0.40

***

Entry three
Molecular formula: C3H3N3OS
Method: DFT, the ωB97M-V functional and the def2-TZVPD basis

Results
Total charge   0
2S+1   1
Gap between HOMO and LUMO   8.85 eV
SMILES   Oc1cnc(S)nn1

```
11
C3H3N3OS | the OMol25 dataset | the ωB97M-V functional and the def2-TZVPD basis
S -2.626 0.035 0.000
O 3.064 -0.020 -0.003
N 1.086 -1.162 -0.005
N -0.271 1.228 -0.004
N -0.254 -1.150 0.005
C 1.729 -0.016 -0.003
C 1.041 1.214 0.003
C -0.870 0.015 -0.003
H -2.726 -1.302 0.005
H 1.562 2.163 0.021
H 3.342 -0.955 0.028
```

Atomic partial charges in e from the Löwdin method, atoms 1 to 8: 0.80, 0.08, 0.09, 0.08, 0.01, -0.39, -0.03, -0.77

***

Stability summary: most stable entry three, least stable entry two.

***

Entry one
Molecular formula: C35H38AsBr2N4ORb
Method: DFT, the ωB97M-V functional and the def2-TZVPD basis

Results
Total charge   0
2S+1   1
Gap between HOMO and LUMO   6.81 eV

```
82
C35H38AsBr2N4ORb | the OMol25 dataset | the ωB97M-V functional and the def2-TZVPD basis
Rb -0.469 0.396 1.218
Br -2.003 -3.516 4.912
Br -5.790 0.121 6.970
As 2.011 0.154 -1.404
O -1.075 -1.052 3.367
N -2.582 1.543 -0.768
N -1.859 -1.365 -0.839
N -2.055 1.510 3.445
N 2.360 0.582 2.650
C -2.058 -0.799 4.124
C -3.514 2.523 -0.232
C 2.896 -1.572 -1.211
C -2.462 -0.657 -1.965
C 0.835 -1.209 -5.240
C 2.961 -3.718 -0.107
C -3.613 3.116 4.290
C -2.688 -1.746 4.946
C 1.449 0.040 -3.268
C -2.637 0.548 4.211
C 4.091 1.825 -0.384
C 1.013 1.207 -3.898
C 4.011 -1.935 -1.962
C -2.844 -1.752 0.165
C -4.220 2.169 5.063
C 5.327 2.407 -2.802
C 2.382 -2.467 -0.280
C -2.522 2.732 3.492
C 5.224 2.626 -0.412
C 0.501 1.167 -5.186
C 5.841 2.919 -1.619
C -1.532 2.202 -1.525
C 4.197 1.599 -2.779
C 1.357 -1.169 -3.951
C 0.407 -0.045 -5.858
C 1.656 -0.832 4.724
C -1.152 -2.538 -1.333
C 4.591 -3.182 -1.790
C -4.301 -0.206 5.828
C -3.288 0.562 -1.582
C 4.065 -4.076 -0.865
C 2.051 -0.032 3.570
C -3.744 0.838 5.053
C -3.778 -1.466 5.772
C 3.576 1.304 -1.569
H 1.528 -2.186 0.326
H -4.265 2.025 0.381
H 0.003 -0.080 -6.861
H 2.553 -4.406 0.624
H 1.519 -0.183 5.588
H -5.062 2.423 5.692
H 1.695 -2.085 -3.483
H 5.459 -3.458 -2.377
H -1.020 2.932 -0.895
H -0.797 1.474 -1.868
H 2.430 -1.565 4.943
H 4.431 -1.240 -2.680
H -1.656 -0.376 -2.650
H 4.522 -5.048 -0.730
H 3.801 1.206 -3.708
H -0.684 -3.068 -0.504
H 6.722 3.548 -1.639
H -2.359 -2.321 0.958
H -3.655 1.019 -2.518
H 3.612 1.597 0.563
H -2.018 3.471 2.874
H -3.131 -1.330 -2.531
H 1.084 2.159 -3.382
H 0.709 -1.323 4.488
H 5.806 2.634 -3.746
H -0.374 -2.233 -2.035
H -4.027 3.087 -1.027
H -3.287 -0.868 0.626
H -3.654 -2.366 -0.261
H 5.621 3.024 0.513
H -1.925 2.733 -2.408
H -4.173 0.245 -1.028
H 0.769 -2.156 -5.761
H -4.208 -2.259 6.369
H -3.954 4.142 4.285
H -2.981 3.233 0.401
H -1.827 -3.240 -1.848
H 0.175 2.082 -5.664
```

Atomic partial charges in e from the Löwdin method, atoms 1 to 8: 0.73, 0.73, 0.73, 1.31, -0.29, -0.31, -0.31, 0.05

***

Entry two
Molecular formula: C35H38AsBr2N4ORb
Method: DFT, the ωB97M-V functional and the def2-TZVPD basis

Results
Total charge   0
2S+1   1
Gap between HOMO and LUMO   6.29 eV

```
82
C35H38AsBr2N4ORb | the OMol25 dataset | the ωB97M-V functional and the def2-TZVPD basis
Rb 0.380 1.632 -0.125
Br 5.355 0.380 0.628
Br 4.811 2.305 5.856
As 0.096 -1.636 -0.220
O 2.259 0.356 0.741
N -0.468 1.733 -3.201
N 0.001 4.569 -0.340
N -2.758 1.473 -0.552
N 0.614 1.220 2.773
C -2.323 -3.523 -3.863
C 2.712 -2.031 -1.305
C -1.976 -2.312 3.359
C -0.962 -3.281 -3.988
C -2.138 -3.687 3.411
C 1.861 -2.451 -0.287
C 1.688 2.051 5.202
C 2.565 1.683 4.153
C 0.398 7.151 -0.236
C -0.742 2.664 -4.277
C -1.688 1.063 -2.750
C 2.794 0.794 1.798
C -0.151 1.579 3.771
C -3.634 0.318 -0.546
C 0.161 5.703 -0.296
C -1.605 -4.489 2.407
C -3.250 2.508 0.338
C -0.920 -3.912 1.349
C 4.173 0.916 1.996
C 2.346 -3.295 0.701
C -2.207 -2.862 -1.548
C 3.666 -3.732 0.655
C 4.020 -2.484 -1.363
C -0.234 -2.809 -2.902
C 0.342 1.999 5.022
C 0.544 0.766 -3.591
C 3.978 1.735 4.258
C -0.849 -2.580 -1.675
C -1.285 -1.733 2.297
C 4.745 1.360 3.196
C -2.940 -3.322 -2.636
C 4.499 -3.338 -0.378
C 1.974 1.243 2.945
C -0.760 -2.529 1.289
C -2.567 1.992 -1.905
H 4.040 -4.376 1.441
H -2.894 -3.878 -4.711
H -2.380 -1.686 4.144
H 0.831 -2.643 -3.033
H -2.677 -4.140 4.233
H -4.234 2.899 0.030
H 2.106 2.371 6.147
H -3.997 -3.526 -2.519
H -2.056 2.953 -1.815
H -2.707 -2.731 -0.597
H -3.349 2.111 1.349
H -0.090 7.566 0.644
H -1.392 0.220 -2.122
H -0.003 7.627 -1.128
H -2.543 3.339 0.360
H 4.669 -2.142 -2.157
H 2.382 -1.312 -2.049
H 1.713 -3.601 1.522
H -4.662 0.583 -0.849
H 0.212 0.090 -4.394
H -1.087 2.150 -5.190
H 5.824 1.389 3.263
H 5.527 -3.676 -0.407
H 1.443 1.288 -3.924
H -1.517 3.370 -3.978
H -1.225 1.549 3.600
H -0.344 2.275 5.810
H -0.459 -3.461 -4.929
H -0.518 -4.536 0.560
H -2.233 0.622 -3.602
H 0.155 3.235 -4.519
H -3.665 -0.122 0.452
H -3.541 2.191 -2.383
H -3.265 -0.444 -1.229
H -1.140 -0.659 2.280
H 0.813 0.148 -2.731
H 1.468 7.337 -0.176
H -1.727 -5.564 2.445
```

Atomic partial charges in e from the Löwdin method, atoms 1 to 8: 0.83, 0.78, 0.74, 1.32, -0.37, -0.31, 0.10, -0.31

***

Stability summary: most stable entry one, least stable entry two.

***

Entry one
Molecular formula: C8H14
Method: DFT, the ωB97M-V functional and the def2-TZVPD basis

Results
Total charge   0
2S+1   1
Gap between HOMO and LUMO   9.36 eV

```
22
C8H14 | the OMol25 dataset | the ωB97M-V functional and the def2-TZVPD basis
C -2.317 0.073 -1.008
C 1.777 -1.584 -0.727
C 0.634 0.727 -0.111
C 1.672 -0.106 -0.367
C -1.569 -0.803 -0.028
C 0.713 2.105 -0.123
C -0.522 0.089 0.757
C -0.216 -0.320 1.996
H 0.855 2.666 0.772
H 0.680 -0.224 2.887
H 1.354 -1.974 0.238
H 1.417 2.530 -0.849
H 2.660 0.345 -0.476
H 2.794 -1.941 -0.879
H -1.126 -1.848 -0.328
H -0.888 -1.002 2.403
H -2.259 -1.109 0.569
H -0.049 2.510 -0.773
H -3.401 -0.401 -1.173
H 1.159 -2.007 -1.634
H -2.520 1.372 -0.814
H -1.714 -0.014 -2.275
```

Atomic partial charges in e from the Löwdin method, atoms 1 to 8: -0.17, -0.10, -0.32, -0.11, -0.27, -0.11, -0.23, 0.02

***

Entry two
Molecular formula: C8H14
Method: DFT, the ωB97M-V functional and the def2-TZVPD basis

Results
Total charge   0
2S+1   1
Gap between HOMO and LUMO   9.56 eV
SMILES   C=CC(=C)CCCC

```
22
C8H14 | the OMol25 dataset | the ωB97M-V functional and the def2-TZVPD basis
C 0.103 1.069 -0.682
C -1.205 -2.059 -0.542
C 0.993 -1.139 0.157
C 2.270 -1.489 0.302
C -1.196 1.767 -0.285
C -1.076 2.893 0.820
C 0.343 0.112 0.539
C 0.109 -2.099 -0.367
H 0.572 -3.123 -0.636
H -0.281 3.575 0.360
H -0.749 2.630 1.871
H 3.088 -0.976 0.704
H 0.938 1.791 -0.772
H -1.801 -1.204 -0.242
H -1.867 3.680 0.953
H 1.116 0.728 1.107
H -1.347 2.222 -1.243
H -0.633 0.117 1.180
H -2.037 1.087 -0.097
H 0.071 0.484 -1.662
H -1.645 -2.871 -1.246
H 2.537 -2.464 0.066
```

Atomic partial charges in e from the Löwdin method, atoms 1 to 8: -0.21, 0.02, -0.38, 0.09, -0.29, -0.11, -0.20, -0.20

***

Stability summary: most stable entry two, least stable entry one.